Computed, not measured: C24H18BrIrN5O2S3 as an isolated structure, with wB97M-V/def2-TZVPD.

## Properties
⟨S²⟩ = 6.0668
highest occupied orbital energy (alpha / beta) = -9.242 / -11.157 eV
spin multiplicity = 5
Kohn-Sham gap (alpha / beta) = 5.384 / 4.868 eV
energy relative to the best compared isomer or geometry (same formula, charge and spin) = 0.1028 eV
charge = +1
molar mass = 776.76 g/mol

Geometry as XYZ:
```
54
Properties=species:S:1:pos:R:3:forces:R:3
Ir 0.09140 0.65982 -1.29618 -0.3 -0.6 0.0
Br -7.17984 2.48193 -1.84962 0.1 0.0 0.0
C -5.38271 1.98254 -2.15885 0.0 0.0 0.0
C -4.59712 2.73600 -3.01920 -0.1 0.0 0.1
C -3.28209 2.36870 -3.23497 0.3 -0.2 -0.1
C -2.74938 1.23851 -2.61289 -0.8 0.1 0.2
C -3.54771 0.50747 -1.73260 0.3 0.0 -0.1
C -4.86265 0.86960 -1.51263 -0.1 0.0 0.0
N -1.42989 0.82099 -2.83577 1.3 0.0 0.3
C -0.88227 0.90180 -4.02862 -0.4 -0.1 0.0
C 0.50574 0.67124 -4.16090 0.2 0.0 0.0
C 1.14604 0.39399 -5.37956 0.0 0.1 0.0
C 2.50399 0.21451 -5.40875 -0.1 0.0 0.0
C 3.23625 0.29463 -4.21010 -0.2 0.1 0.1
C 2.56236 0.52273 -3.04169 0.5 -0.1 -0.1
N 1.22701 0.71689 -2.99265 -0.3 0.0 0.0
H -5.01321 3.60157 -3.51509 0.0 0.0 0.0
H -2.65446 2.97307 -3.87788 0.0 0.0 0.0
H -3.12771 -0.36281 -1.24116 0.0 0.0 0.0
H -5.49518 0.28091 -0.86257 0.0 0.0 0.0
H -1.49406 1.10636 -4.90034 0.0 0.0 0.0
H 0.54868 0.31121 -6.27723 0.0 0.1 0.0
H 3.00903 0.00417 -6.34135 0.0 0.0 0.0
H 4.31040 0.18771 -4.20443 0.0 0.0 0.0
H 3.09245 0.58165 -2.09992 -0.1 0.0 0.0
S 3.23607 0.68015 4.28988 -0.1 -0.3 -0.3
C 2.72618 -0.21244 3.00190 0.1 0.5 0.4
S 2.14443 0.51488 1.53147 -0.2 -0.8 -0.1
C 1.70396 -1.08237 0.94281 0.0 1.2 -0.2
N 2.05620 -2.03302 1.77206 0.2 -0.7 0.4
N 2.59757 -1.58406 2.89471 -0.1 0.1 -0.5
C 2.91874 -2.57792 3.87079 0.0 -0.4 0.3
C 4.00023 -2.45947 4.74154 -0.1 0.1 -0.2
C 4.25268 -3.47556 5.64600 0.0 -0.1 0.0
C 3.44924 -4.60536 5.67886 0.0 0.0 0.0
C 2.38110 -4.72481 4.79903 0.0 0.0 0.0
C 2.11517 -3.72153 3.89000 0.0 0.3 0.0
S 0.95228 -1.43706 -0.53480 0.0 0.2 0.0
H 4.66224 -1.61352 4.69526 0.0 0.1 0.0
H 5.09533 -3.39142 6.31791 0.0 0.0 0.0
H 3.66316 -5.40097 6.37969 0.0 0.0 0.0
H 1.74823 -5.60087 4.82544 0.0 0.0 0.0
H 1.28677 -3.79588 3.20216 0.0 0.0 0.0
O -1.06095 -0.45614 2.12042 0.0 0.1 -0.1
C -1.42206 0.57786 1.61001 0.1 -0.2 0.3
C -2.47032 1.54894 2.14573 0.0 0.0 0.0
C -2.32906 2.80609 1.27864 0.0 -0.1 0.1
C -1.39361 2.35409 0.19217 -0.1 0.3 0.0
O -1.00463 2.94841 -0.80833 -0.2 0.2 0.1
N -0.93672 1.09197 0.41916 0.0 0.2 -0.5
H -2.32296 1.71701 3.21011 0.0 0.0 0.0
H -3.44350 1.07099 2.02189 0.0 0.0 0.0
H -1.87720 3.63965 1.81707 0.0 0.0 0.0
H -3.26364 3.15715 0.84336 0.0 0.0 0.0
```
Forces are in eV/Å.